Formula: C64H146N6O26S10
Source: OMol25
Level of theory: ωB97M-V/def2-TZVPD

Each atom is followed by the atoms it is bonded to, with distances in Å.
CARTESIAN COORDINATES (ANGSTROEM)
1 C -4.55175 5.87452 -3.93238  H15 1.094, C41 1.525, C79 1.587, H93 1.049
2 H -2.16772 -0.32935 -6.36903  C181 1.129
3 H -6.12385 -5.17742 0.15932  C132 1.084
4 C 4.87164 3.56034 1.85955  S78 1.823, H112 1.096, H161 1.053, C221 1.529
5 C 4.56763 -3.20572 -0.98407  O27 1.472, H194 1.137, H198 1.116, C207 1.504
6 O -5.08795 -5.93639 -4.16753  S115 1.438
7 H -2.01312 7.71599 -2.29553  C39 1.126
8 C -1.19432 5.93733 1.32765  C9 1.536, H120 1.151, C130 1.569, H205 1.112
9 C -0.24308 6.55614 2.36342  C8 1.536, C37 1.486, H206 1.093, H244 1.066
10 H -0.54397 -7.68141 3.33970  C97 1.030
11 C 7.34032 3.18981 1.43239  C56 1.521, H73 1.031, H89 1.125, C221 1.570
12 H -5.14660 -0.00235 -4.90077  C158 1.088
13 H 2.44021 -3.51807 1.47760  C81 1.066
14 H 4.07641 4.87783 -4.29365  C62 1.092
15 H -5.21213 6.05078 -4.78716  C1 1.094
16 S -0.31357 -4.22231 3.32044  C70 1.789, O142 1.443, O144 1.427, C234 1.795
17 H -2.97627 -1.68919 1.04120  C195 1.122
18 H 1.78892 3.72628 -3.52834  C155 1.061
19 H 5.69725 -1.56309 0.74198  C134 1.119
20 H 2.49411 2.75422 -1.07066  C123 1.088
21 H 7.54739 1.36534 2.49467  C56 1.101
22 H 6.13332 -1.73107 -2.56766  N235 1.014
23 H -4.17719 -1.94514 -1.34121  C47 1.090
24 H -4.48433 -0.52209 -0.44371  C47 1.070
25 O 6.85236 -2.56018 5.28403  S31 1.445
26 O 2.07239 6.08095 0.48377  S170 1.439
27 O 3.99676 -3.50522 0.33888  C5 1.472, C81 1.437
28 C -4.97665 -2.18986 4.33447  H201 1.137, H217 1.131, O243 1.374, H247 1.076
29 N 3.89916 2.67174 6.80020  H117 0.975, H176 0.980, C242 1.472
30 C -2.66186 0.63943 3.52583  H44 1.076, C150 1.567, S168 1.821, H225 1.099
31 S 6.16299 -1.90198 4.19758  O25 1.445, O50 1.438, C82 1.756, C129 1.809
32 H -5.62435 -2.79214 1.71872  C251 1.074
33 O 0.36237 -7.76555 0.74095  S36 1.446
34 H -1.33920 -0.11427 -0.70265  C172 1.055
35 H -3.18848 6.66422 -1.47388  C39 1.074
36 S -0.45798 -7.30701 -0.35827  O33 1.446, O116 1.478, C145 1.788, C174 1.784
37 C 0.71485 5.45324 2.63424  C9 1.486, H64 1.084, H136 1.127, S170 1.747
38 H -8.11682 5.61158 -2.70389  C103 1.045
39 C -2.80736 6.93083 -2.44164  H7 1.126, H35 1.074, C41 1.540, S182 1.815
40 O -1.89556 4.50215 -2.15658  S182 1.433
41 C -3.95267 7.18710 -3.43854  C1 1.525, C39 1.540, H185 1.067, H219 1.104
42 H -1.95643 -1.42517 4.01871  C150 1.120
43 H 0.59037 1.33000 -0.46647  C72 1.126
44 H -2.92391 0.92046 4.53084  C30 1.076
45 H 2.17873 1.72061 -2.52113  C123 1.092
46 C -0.47426 4.79513 6.75113  H122 1.078, H133 1.095, H169 1.096, O218 1.450
47 C -4.64639 -1.57979 -0.42799  H23 1.090, H24 1.070, C195 1.525, H240 1.057
48 O 4.74378 0.80241 -2.88770  S212 1.472
49 H 0.39220 -0.00659 0.71832  C72 1.079
50 O 6.87791 -1.04940 3.28588  S31 1.438
51 H 6.05483 -0.66162 -0.62454  C134 1.144
52 H 2.72431 0.68270 -7.50501  C189 1.118
53 O 5.81722 2.39089 4.10644  S78 1.447
54 H 0.51412 -0.50030 4.11251  C121 1.059
55 H -1.70086 2.23955 -5.97186  N86 1.005
56 C 6.82740 1.80289 1.78660  C11 1.521, H21 1.101, H69 1.125, S78 1.751
57 H 0.00106 -8.81117 -2.10621  C145 1.075
58 H -3.37328 4.04304 -4.36338  C79 1.061
59 H -3.83952 -4.02445 -0.26349  N210 1.007
60 H -0.39854 5.48989 -0.69816  C130 1.096
61 O 1.76157 3.67252 0.97886  S170 1.441
62 C 3.88411 3.85499 -3.96468  H14 1.092, H66 1.121, C94 1.477, C155 1.520
63 O 1.91791 -0.25124 -0.67044  C72 1.371, C85 1.414
64 H 0.25447 4.56014 3.04100  C37 1.084
65 C 1.68875 3.58623 6.55864  H71 1.109, H202 1.138, O218 1.432, C242 1.549
66 H 3.67644 3.23552 -4.87530  C62 1.121
67 H -8.01031 6.40011 -1.27976  C103 1.100
68 H 0.89799 -4.93276 -2.25607  C192 1.121
69 H 6.58583 1.06692 0.97030  C56 1.125
70 C 0.45789 -5.83455 3.24509  S16 1.789, C97 1.528, H163 1.135, H214 1.050
71 H 1.40508 2.71693 7.18555  C65 1.109
72 C 0.68730 0.22102 -0.29413  H43 1.126, H49 1.079, O63 1.371, C172 1.526
73 H 7.88017 3.28531 0.55916  C11 1.031
74 H 3.78830 -0.74124 0.04444  C85 1.088
75 H 2.70310 -1.91110 4.47768  C139 1.121
76 C -3.20764 1.08180 -5.11171  N86 1.486, H138 1.066, C158 1.566, C181 1.518
77 H -1.47848 -2.32954 -1.11624  C80 1.116
78 S 5.39668 2.06570 2.76083  C4 1.823, O53 1.447, C56 1.751, O245 1.447
79 C -3.24273 5.09568 -4.37759  C1 1.587, H58 1.061, S182 1.786, H241 1.131
80 C -0.44669 -1.94375 -0.93744  H77 1.116, H167 1.135, C172 1.488, H228 1.057
81 C 2.56515 -3.60427 0.42288  H13 1.066, O27 1.437, H83 1.022, H208 1.124
82 C 5.24351 -3.02853 3.21325  S31 1.756, H197 1.095, C203 1.485, H239 1.082
83 H 2.28450 -4.53861 0.11875  C81 1.022
84 H -1.21963 -2.47606 -3.87815  C232 1.106
85 C 2.88105 -0.23400 0.36448  O63 1.414, H74 1.088, H99 1.115, H200 1.057
86 N -2.70502 2.20726 -5.94101  H55 1.005, C76 1.486, H216 1.009
87 H -2.60538 -3.34836 -4.59002  C232 1.155
88 H -3.51942 2.75484 0.48744  N160 0.997
89 H 8.04043 3.53738 2.24138  C11 1.125
90 H -2.89333 -6.66535 3.63162  C233 1.133
91 C -6.41079 4.04420 -0.39878  C113 1.548, H127 1.086, O137 1.398, H175 1.103
92 H -0.58156 -6.90864 4.85901  C97 1.129
93 H -5.10660 5.35234 -3.21160  C1 1.049
94 C 5.10146 3.42843 -3.24535  C62 1.477, H114 1.074, H193 1.076, S212 1.870
95 H 3.17132 5.85848 5.72494  C199 1.094
96 H -5.84622 -4.01963 -1.75352  C227 1.064
97 C -0.66430 -6.74232 3.74529  H10 1.030, C70 1.528, H92 1.129, C233 1.502
98 H 4.17613 -2.18501 -4.89526  C237 1.070
99 H 3.04343 0.77994 0.79811  C85 1.115
100 H 0.43086 2.28768 3.87084  C143 1.107
101 H -0.60527 4.04093 0.05272  C130 1.093
102 H 5.04369 -0.71029 5.89635  C129 1.067
103 C -7.99612 5.38007 -1.69243  H38 1.045, H67 1.100, O137 1.394, H211 1.041
104 H 4.46439 -0.20924 4.29015  C129 1.121
105 H 2.57442 4.69008 -2.42485  C155 1.048
106 H -1.40943 -6.95469 -2.78665  C229 1.110
107 H -1.20805 -0.44932 -3.04234  N156 1.023
108 H -7.46656 -5.92255 -0.55228  C132 1.075
109 H -5.54097 2.77514 -2.53742  C252 1.065
110 H 0.12250 -5.04549 0.07202  C174 1.081
111 H -6.91586 -5.03954 -2.70950  C227 1.092
112 H 4.20992 3.15424 1.08659  C4 1.096
113 C -4.94937 3.57670 -0.60274  C91 1.548, N160 1.446, H213 1.098, C252 1.539
114 H 5.41031 4.17914 -2.54151  C94 1.074
115 S -4.75136 -5.82186 -2.77456  O6 1.438, C131 1.765, O151 1.448, C227 1.834
116 O -1.87758 -7.71799 -0.39046  S36 1.478
117 H 4.15378 2.33455 7.67942  N29 0.975
118 C 3.71636 -0.99536 -6.70425  C189 1.486, H215 1.125, H222 1.082, C237 1.578
119 O -2.75706 -1.24022 -4.60621  C181 1.420, C232 1.410
120 H -1.83653 6.74834 0.82243  C8 1.151
121 C -0.35440 0.10612 4.11738  H54 1.059, C143 1.581, C150 1.520, H178 1.068
122 H -0.72489 4.83038 5.70303  C46 1.078
123 C 2.73773 2.56623 -2.11394  H20 1.088, H45 1.092, C155 1.543, S212 1.826
124 H 7.43868 -2.68616 -2.46018  N235 1.024
125 H -5.35012 1.55316 -5.53956  C158 1.062
126 H 4.66249 -4.07756 4.89529  C203 1.095
127 H -7.00880 3.13967 -0.33912  C91 1.086
128 H -5.45459 1.62050 -1.25166  C252 1.070
129 C 4.73597 -1.07831 4.94376  S31 1.809, H102 1.067, H104 1.121, C139 1.566
130 C -0.36379 5.07401 0.31487  C8 1.569, H60 1.096, H101 1.093, S170 1.780
131 C -4.89543 -7.39399 -1.98524  S115 1.765, C184 1.542, H190 1.090, H209 1.071
132 C -6.39653 -5.86150 -0.63645  H3 1.084, H108 1.075, C184 1.561, C227 1.550
133 H -0.98708 3.91693 7.15600  C46 1.095
134 C 6.35434 -1.66201 -0.15795  H19 1.119, H51 1.144, H196 1.072, C207 1.488
135 H 3.06504 -0.59717 -3.62492  C162 1.111
136 H 1.61869 5.76718 3.23018  C37 1.127
137 O -6.74349 4.78930 -1.53331  C91 1.398, C103 1.394
138 H -3.26785 1.49708 -4.13149  C76 1.066
139 C 3.67289 -2.22796 4.94293  H75 1.121, C129 1.566, C203 1.504, H204 1.075
140 H 3.21610 4.49780 7.77783  C242 1.111
141 H 3.80310 4.53090 4.78989  C199 1.077
142 O 0.25711 -3.50724 4.43616  S16 1.443
143 C -0.05261 1.44704 3.33614  H100 1.107, C121 1.581, H153 1.001, S168 1.796
144 O -0.16500 -3.66818 2.01346  S16 1.427
145 C 0.25824 -7.78343 -1.92531  S36 1.788, H57 1.075, C229 1.507, H231 1.096
146 O -2.00795 3.22418 3.55615  S168 1.420
147 H 4.74874 5.14261 5.99296  C199 1.089
148 H 0.02691 -6.64605 -3.85728  C229 1.098
149 H 1.58463 -1.55855 -4.08225  C162 1.068
150 C -1.59443 -0.50776 3.48757  C30 1.567, H42 1.120, C121 1.520, H179 1.069
151 O -3.51164 -5.23675 -2.30880  S115 1.448
152 H -2.60013 -3.83911 0.82860  N210 1.028
153 H 0.48723 1.17172 2.53885  C143 1.001
154 O 0.75378 -0.56215 -6.27613  S165 1.460
155 C 2.70604 3.82621 -3.00404  H18 1.061, C62 1.520, H105 1.048, C123 1.543
156 N -0.38076 -0.11772 -2.54118  H107 1.023, C172 1.495, H220 1.004
157 H -2.06327 -4.76625 4.92140  C234 1.121
158 C -4.67213 0.73607 -5.54402  H12 1.088, C76 1.566, H125 1.062, H186 1.117
159 H -1.38314 -2.45497 -5.63443  C232 1.101
160 N -4.48135 2.97775 0.62695  H88 0.997, C113 1.446, H164 0.981
161 H 4.33124 4.13034 2.56098  C4 1.053
162 C 2.43815 -1.02339 -4.43720  H135 1.111, H149 1.068, S165 1.721, C237 1.557
163 H 0.61803 -6.12074 2.15873  C70 1.135
164 H -4.40960 3.63735 1.34916  N160 0.981
165 S 1.75140 0.15481 -5.48764  O154 1.460, C162 1.721, O166 1.397, C189 1.763
166 O 1.34472 1.37272 -4.93741  S165 1.397
167 H 0.28871 -2.39144 -1.67668  C80 1.135
168 S -1.68550 2.02688 2.86462  C30 1.821, C143 1.796, O146 1.420, O249 1.470
169 H -0.79962 5.67755 7.31385  C46 1.096
170 S 1.26403 5.02380 1.03214  O26 1.439, C37 1.747, O61 1.441, C130 1.780
171 H 6.51805 -3.72159 -0.59514  C207 1.060
172 C -0.42149 -0.46397 -1.08729  H34 1.055, C72 1.526, C80 1.488, N156 1.495
173 H -2.85876 -4.16967 3.36820  C234 1.119
174 C -0.49573 -5.54888 -0.65809  S36 1.784, H110 1.081, C192 1.495, H248 1.133
175 H -6.50186 4.62730 0.53337  C91 1.103
176 H 4.72227 2.87209 6.30773  N29 0.980
177 H -1.21542 0.25823 -4.97039  C181 1.135
178 H -0.60065 0.20435 5.15196  C121 1.068
179 H -1.34244 -0.82499 2.49842  C150 1.069
180 H -4.75756 -7.07541 0.13024  C184 1.116
181 C -2.25444 -0.08899 -5.26903  H2 1.129, C76 1.518, O119 1.420, H177 1.135
182 S -1.97627 5.49862 -3.18382  C39 1.815, O40 1.433, C79 1.786, O250 1.440
183 H -1.93217 -6.23855 2.19729  C233 1.085
184 C -5.57790 -7.19007 -0.61755  C131 1.542, C132 1.561, H180 1.116, H238 1.085
185 H -4.67797 7.81734 -2.97461  C41 1.067
186 H -4.62400 0.40604 -6.60965  C158 1.117
187 H 5.91163 4.49290 0.32799  C221 1.096
188 H -5.35316 -1.06846 2.07978  C251 1.106
189 C 3.16105 0.37163 -6.52424  H52 1.118, C118 1.486, S165 1.763, H226 1.064
190 H -5.50609 -8.02755 -2.62833  C131 1.090
191 O 5.10661 2.23101 -0.82657  S212 1.468
192 C -0.13983 -5.32259 -2.09266  H68 1.121, C174 1.495, H223 1.121, C229 1.586
193 H 5.88651 3.08922 -3.89766  C94 1.076
194 H 4.51416 -4.11043 -1.67018  C5 1.137
195 C -3.96143 -2.17001 0.80034  H17 1.122, C47 1.525, N210 1.504, C251 1.496
196 H 7.39040 -1.66576 0.11636  C134 1.072
197 H 5.89747 -3.82887 2.85016  C82 1.095
198 H 4.01731 -2.37076 -1.47868  C5 1.116
199 C 3.70498 4.90558 5.79444  H95 1.094, H141 1.077, H147 1.089, C242 1.491
200 H 2.58299 -0.83328 1.18224  C85 1.057
201 H -4.36711 -2.35229 5.28018  C28 1.137
202 H 1.52723 3.27868 5.47459  C65 1.138
203 C 4.17636 -3.41641 4.17038  C82 1.485, H126 1.095, C139 1.504, H224 1.117
204 H 3.39469 -2.54005 5.93309  C139 1.075
205 H -1.89558 5.29079 1.89931  C8 1.112
206 H 0.29554 7.39115 1.90726  C9 1.093
207 C 6.03196 -2.86050 -0.97831  C5 1.504, C134 1.488, H171 1.060, N235 1.442
208 H 2.02175 -2.76952 -0.09838  C81 1.124
209 H -3.91724 -7.82134 -1.90294  C131 1.071
210 N -3.58139 -3.61352 0.61884  H59 1.007, H152 1.028, C195 1.504
211 H -8.78670 4.80773 -1.32899  C103 1.041
212 S 4.48812 2.04682 -2.14483  O48 1.472, C94 1.870, C123 1.826, O191 1.468
213 H -4.38804 4.39555 -1.07259  C113 1.098
214 H 1.29858 -5.64613 3.84571  C70 1.050
215 H 4.83500 -1.01939 -6.82092  C118 1.125
216 H -3.08911 2.14669 -6.87223  N86 1.009
217 H -5.78353 -2.97036 4.46985  C28 1.131
218 O 0.95863 4.74728 6.97048  C46 1.450, C65 1.432
219 H -3.54960 7.68153 -4.33957  C41 1.104
220 H -0.36128 0.88445 -2.59898  N156 1.004
221 C 6.15775 4.22017 1.36058  C4 1.529, C11 1.570, H187 1.096, H236 1.085
222 H 3.32947 -1.50598 -7.57640  C118 1.082
223 H -0.86537 -4.57506 -2.50674  C192 1.121
224 H 3.32699 -3.93168 3.66010  C203 1.117
225 H -3.53843 0.65698 2.86327  C30 1.099
226 H 3.82959 1.06380 -6.07044  C189 1.064
227 C -6.16225 -5.02241 -1.91876  H96 1.064, H111 1.092, S115 1.834, C132 1.550
228 H -0.10804 -2.18872 0.03389  C80 1.057
229 C -0.32486 -6.72004 -2.81929  H106 1.110, C145 1.507, H148 1.098, C192 1.586
230 H 2.77101 -2.79960 -5.63048  C237 1.124
231 H 1.34456 -7.64011 -1.92599  C145 1.096
232 C -1.95832 -2.39819 -4.69759  H84 1.106, H87 1.155, O119 1.410, H159 1.101
233 C -1.95635 -6.13528 3.27686  H90 1.133, C97 1.502, H183 1.085, C234 1.531
234 C -1.97520 -4.69836 3.80604  S16 1.795, H157 1.121, H173 1.119, C233 1.531
235 N 6.41998 -2.68048 -2.35495  H22 1.014, H124 1.024, C207 1.442
236 H 6.28082 5.11935 1.95436  C221 1.085
237 C 3.31765 -1.83833 -5.43088  H98 1.070, C118 1.578, C162 1.557, H230 1.124
238 H -6.21883 -8.01992 -0.34053  C184 1.085
239 H 4.93362 -2.45325 2.35107  C82 1.082
240 H -5.68392 -1.77441 -0.37743  C47 1.057
241 H -3.03635 5.55932 -5.38835  C79 1.131
242 C 3.17264 3.95226 6.81050  N29 1.472, C65 1.549, H140 1.111, C199 1.491
243 O -4.17184 -2.38534 3.23783  C28 1.374, C251 1.481
244 H -0.74338 6.80587 3.27071  C9 1.066
245 O 4.44215 0.99359 2.58032  S78 1.447
246 H -3.95213 2.20052 -1.99920  C252 1.112
247 H -5.50221 -1.25455 4.42233  C28 1.076
248 H -1.58433 -5.23677 -0.63758  C174 1.133
249 O -1.77415 1.97910 1.39804  S168 1.470
250 O -0.78112 5.88546 -3.88738  S182 1.440
251 C -4.87921 -2.06268 1.97683  H32 1.074, H188 1.106, C195 1.496, O243 1.481
252 C -4.98100 2.47898 -1.68086  H109 1.065, C113 1.539, H128 1.070, H246 1.112

orbital gap	9.1	eV
HOMO	-8.8	eV
E	-239255.274	eV